The following is a quantum chemistry calculation of the molecule C3H4N2O, from OMol25.

```
! RIJCOSX wB97M-V def2-TZVPD def2/J DEFGRID3
* xyz 0 1
O -0.17641 -1.24617 -0.92789
C -0.74442 -0.65846 0.56443
C -0.93495 0.76681 0.25382
N 0.22230 1.30949 -0.04154
N 1.29911 0.51715 -0.04646
C 0.73115 -0.69720 0.26350
H -0.37770 -2.17449 -0.74139
H -1.81894 1.38044 0.36515
H 0.38382 2.29202 -0.23406
H 1.41603 -1.48959 0.54444
*
```

- E_HOMO: -8.150 eV
- Energy above the lowest of the compared OMol25 structures with the same formula, charge and spin: 139.2 kcal/mol
- Kohn-Sham gap: 8.1 eV